[1]
This record from the Open Molecules 2025 dataset describes a molecular structure, C40H36LuN4O5PS3. The level of theory is ωB97M-V/def2-TZVPD.

Cartesian coordinates (Å):
Lu  0.685  0.215  0.704
N  0.391  1.956  -1.141
C  -0.326  1.533  -2.312
C  0.367  1.561  -3.522
C  -0.208  1.000  -4.650
C  -1.538  0.571  -4.535
C  -2.251  0.696  -3.366
C  -1.636  1.094  -2.149
C  -2.358  1.108  -0.789
C  -3.714  1.543  -0.870
C  -4.514  1.736  0.244
C  -3.945  1.422  1.494
C  -2.607  0.934  1.571
C  -1.715  0.846  0.465
H  1.294  2.352  -1.379
H  -0.200  2.513  -0.544
H  1.336  2.046  -3.600
H  0.445  0.948  -5.528
H  -2.056  0.162  -5.368
H  -3.190  0.172  -3.376
H  -4.177  1.817  -1.831
H  -5.534  2.195  0.135
H  -4.576  1.565  2.328
H  -2.246  0.693  2.556
N  2.512  -1.475  0.944
C  3.821  -0.865  1.131
C  3.832  0.601  0.826
O  4.876  1.220  0.709
O  2.673  1.164  0.751
H  2.234  -2.102  1.698
H  2.482  -2.051  0.158
H  4.573  -1.381  0.546
H  4.102  -0.945  2.154
C  0.259  -0.074  3.144
C  1.297  -0.770  3.910
C  2.310  0.023  4.410
C  3.430  -0.520  5.023
C  3.605  -1.896  5.075
C  2.597  -2.746  4.511
C  1.440  -2.157  4.009
C  4.651  -2.492  5.864
N  5.492  -2.944  6.528
H  0.031  0.864  3.712
H  -0.578  -0.728  3.101
H  2.233  1.099  4.345
H  4.211  0.067  5.501
H  2.585  -3.853  4.537
H  0.699  -2.859  3.622
N  0.492  2.921  1.773
C  0.547  4.199  1.145
C  -0.632  4.970  1.018
C  -0.528  6.210  0.339
C  0.676  6.622  -0.177
C  1.831  5.806  -0.133
C  1.766  4.608  0.524
S  0.681  8.114  -1.221
O  0.342  7.699  -2.560
O  2.046  8.551  -1.052
O  -0.359  8.977  -0.687
H  1.309  2.798  2.338
H  -0.339  2.872  2.342
H  -1.602  4.610  1.350
H  -1.384  6.891  0.252
H  2.771  6.174  -0.558
H  2.572  3.881  0.594
S  -0.214  -2.835  1.088
P  -0.412  -2.710  -0.884
S  0.611  -1.287  -1.740
C  -2.134  -2.709  -1.501
C  -2.452  -2.452  -2.852
C  -3.764  -2.550  -3.284
C  -4.765  -2.812  -2.376
C  -4.432  -3.139  -1.088
C  -3.112  -3.080  -0.637
C  0.103  -4.376  -1.536
C  0.880  -4.512  -2.704
C  1.233  -5.795  -3.165
C  0.910  -6.913  -2.422
C  0.320  -6.749  -1.196
C  -0.091  -5.500  -0.727
H  -1.651  -2.247  -3.525
H  -4.027  -2.189  -4.316
H  -5.782  -2.877  -2.766
H  -5.163  -3.367  -0.341
H  -2.858  -3.234  0.425
H  1.210  -3.669  -3.247
H  1.682  -5.912  -4.120
H  1.137  -7.894  -2.776
H  0.109  -7.594  -0.541
H  -0.618  -5.365  0.195

Summary:
F_max in eV Å⁻¹: 2.12
ΔE to the lowest compared entry with this formula, charge and spin in kJ/mol: 115.7
2S+1: 1
E_tot in eV: -133685.1318
Kohn-Sham gap in eV: 7.071
Charge: -2
HOMO energy in eV: -3.5

[2]
This record from the Open Molecules 2025 dataset describes a molecular structure, C40H36N2O5P2PtS3. The level of theory is ωB97M-V/def2-TZVPD.

Cartesian coordinates (Å):
Pt  -0.217  -0.183  -0.583
O  0.866  0.172  4.529
S  0.194  0.194  3.207
C  -1.560  0.169  3.531
C  -2.011  0.524  4.791
C  -3.345  0.335  5.113
C  -4.194  -0.257  4.188
C  -3.717  -0.650  2.946
C  -2.389  -0.425  2.592
P  -1.726  -1.025  1.002
C  -0.885  -2.558  1.581
C  -0.058  -3.242  0.687
C  0.638  -4.372  1.082
C  0.538  -4.828  2.389
C  -0.269  -4.151  3.289
C  -0.979  -3.026  2.888
C  -3.179  -1.671  0.094
C  -4.297  -0.883  -0.193
C  -5.353  -1.413  -0.914
C  -5.310  -2.721  -1.376
C  -4.206  -3.507  -1.097
C  -3.149  -2.988  -0.363
C  0.398  1.875  2.621
C  0.001  2.933  3.418
C  0.498  4.201  3.177
C  1.440  4.386  2.177
C  1.814  3.329  1.364
C  1.246  2.065  1.533
P  1.611  0.726  0.344
C  2.994  -0.191  1.074
C  4.287  0.327  1.076
C  5.306  -0.362  1.714
C  5.039  -1.566  2.352
C  3.755  -2.087  2.346
C  2.733  -1.403  1.705
C  2.321  1.551  -1.124
C  3.256  0.824  -1.868
C  3.779  1.341  -3.041
C  3.364  2.585  -3.497
C  2.416  3.298  -2.782
C  1.885  2.783  -1.606
H  -1.298  0.892  5.517
H  -3.713  0.618  6.090
H  -5.231  -0.435  4.437
H  -4.388  -1.139  2.255
H  0.046  -2.882  -0.329
H  1.267  -4.888  0.369
H  1.088  -5.705  2.704
H  -0.349  -4.491  4.313
H  -1.603  -2.519  3.612
H  -4.329  0.142  0.141
H  -6.207  -0.786  -1.132
H  -6.134  -3.124  -1.951
H  -4.161  -4.531  -1.445
H  -2.307  -3.627  -0.145
H  -0.671  2.759  4.246
H  0.182  5.032  3.793
H  1.880  5.362  2.017
H  2.544  3.499  0.590
H  4.500  1.266  0.582
H  6.309  0.044  1.713
H  5.837  -2.098  2.853
H  3.543  -3.025  2.840
H  1.732  -1.818  1.683
H  3.586  -0.146  -1.524
H  4.511  0.770  -3.598
H  3.777  2.995  -4.411
H  2.071  4.260  -3.139
H  1.092  3.316  -1.105
S  0.824  -1.138  -2.521
C  0.575  -0.038  -3.830
N  -0.285  0.945  -3.753
C  -0.544  1.866  -4.846
C  -0.277  1.169  -6.171
C  1.129  0.588  -6.148
N  1.305  -0.208  -4.942
H  -0.955  0.916  -2.969
H  0.095  2.747  -4.735
H  -1.579  2.193  -4.757
H  -0.376  1.871  -6.998
H  -1.004  0.368  -6.315
H  1.869  1.395  -6.166
H  1.307  -0.052  -7.012
H  1.960  -0.970  -4.933
O  -2.653  1.580  0.381
S  -2.269  1.774  -1.012
O  -0.979  2.482  -1.121
O  -1.945  0.342  -1.642
O  -3.304  2.322  -1.852

Summary:
F_max in eV Å⁻¹: 0.86
ΔE to the lowest compared entry with this formula, charge and spin in kJ/mol: 128.8
2S+1: 1
E_tot in eV: -109613.8865
Kohn-Sham gap in eV: 7.395
Charge: 0
HOMO energy in eV: -8.1

[3]
This record from the Open Molecules 2025 dataset describes a molecular structure, C40H36O2P2PdS2. The level of theory is ωB97M-V/def2-TZVPD.

Cartesian coordinates (Å):
Pd  0.066  -0.192  0.363
O  -0.576  4.349  0.762
S  -0.250  2.970  0.277
C  -1.402  2.731  -1.127
C  -1.507  3.769  -2.038
C  -2.514  3.772  -2.991
C  -3.445  2.748  -3.007
C  -3.351  1.715  -2.085
C  -2.327  1.675  -1.143
P  -2.121  0.271  0.027
C  -2.995  0.894  1.510
C  -2.364  0.825  2.747
C  -3.000  1.297  3.889
C  -4.272  1.840  3.800
C  -4.910  1.918  2.566
C  -4.273  1.449  1.430
C  -3.246  -1.027  -0.605
C  -4.052  -1.753  0.270
C  -4.716  -2.896  -0.161
C  -4.586  -3.328  -1.472
C  -3.784  -2.612  -2.353
C  -3.113  -1.480  -1.920
C  1.312  3.179  -0.639
C  1.549  4.484  -1.061
C  2.702  4.794  -1.760
C  3.638  3.802  -2.015
C  3.437  2.525  -1.520
C  2.285  2.187  -0.807
P  2.197  0.537  0.014
C  3.380  0.771  1.386
C  3.840  2.023  1.784
C  4.666  2.148  2.896
C  5.039  1.024  3.615
C  4.572  -0.227  3.231
C  3.737  -0.355  2.134
C  3.116  -0.514  -1.172
C  2.408  -1.005  -2.269
C  3.033  -1.808  -3.209
C  4.372  -2.148  -3.055
C  5.080  -1.671  -1.964
C  4.457  -0.852  -1.030
H  -0.811  4.594  -2.001
H  -2.577  4.583  -3.705
H  -4.248  2.752  -3.732
H  -4.083  0.917  -2.108
H  -1.363  0.411  2.805
H  -2.496  1.247  4.845
H  -4.765  2.213  4.688
H  -5.899  2.351  2.493
H  -4.770  1.522  0.469
H  -4.163  -1.426  1.297
H  -5.339  -3.447  0.532
H  -5.105  -4.216  -1.807
H  -3.674  -2.943  -3.378
H  -2.464  -0.950  -2.609
H  0.834  5.251  -0.793
H  2.874  5.809  -2.094
H  4.540  4.031  -2.567
H  4.200  1.772  -1.672
H  3.561  2.912  1.233
H  5.015  3.128  3.195
H  5.685  1.123  4.479
H  4.848  -1.108  3.798
H  3.337  -1.327  1.863
H  1.357  -0.753  -2.374
H  2.473  -2.178  -4.059
H  4.858  -2.787  -3.782
H  6.123  -1.934  -1.835
H  5.022  -0.483  -0.183
O  1.658  -2.842  1.414
S  0.164  -2.645  1.406
C  -0.408  -3.387  -0.140
C  -0.230  -4.883  0.063
C  -0.935  -5.163  1.392
C  -0.510  -4.055  2.367
H  0.182  -2.932  -0.935
H  -1.462  -3.118  -0.262
H  0.834  -5.112  0.135
H  -0.650  -5.461  -0.761
H  -0.700  -6.150  1.790
H  -2.016  -5.118  1.239
H  0.337  -4.332  2.994
H  -1.318  -3.693  3.003

Summary:
F_max in eV Å⁻¹: 0.79
ΔE to the lowest compared entry with this formula, charge and spin in kJ/mol: 0.0
2S+1: 1
E_tot in eV: -89887.1606
Kohn-Sham gap in eV: 7.316
Charge: 0
HOMO energy in eV: -6.8

[4]
This record from the Open Molecules 2025 dataset describes 2 unconnected molecules or ions with the total composition C40H37BF3N3O5S. The level of theory is ωB97M-V/def2-TZVPD.

Cartesian coordinates (Å):
C  -1.579  -0.732  7.222
N  -0.704  -0.121  6.247
C  0.624  -0.440  6.203
O  1.191  -1.247  6.936
C  1.250  0.400  5.090
C  2.022  -0.421  4.069
C  3.203  -1.180  4.629
C  3.351  -2.535  4.320
C  4.415  -3.268  4.849
C  5.369  -2.622  5.646
C  5.253  -1.251  5.913
C  4.165  -0.530  5.410
N  0.097  1.085  4.503
C  0.248  1.911  3.437
C  -0.804  2.585  2.837
C  -0.802  3.499  1.784
C  -2.009  4.225  1.462
C  -2.059  5.223  0.440
C  -3.101  6.111  0.311
C  -4.259  5.933  1.095
N  -5.231  6.962  1.182
O  -6.216  6.786  1.937
O  -5.050  8.019  0.537
C  -4.353  4.817  1.950
C  -3.252  3.999  2.142
C  -1.171  0.789  5.208
C  -2.196  0.063  4.322
C  -1.804  2.023  5.866
H  -0.981  -1.382  7.867
H  -2.066  0.042  7.828
H  -2.356  -1.332  6.733
H  1.931  1.140  5.554
H  1.335  -1.120  3.575
H  2.362  0.266  3.282
H  2.617  -3.010  3.666
H  4.488  -4.336  4.641
H  6.199  -3.192  6.065
H  6.001  -0.741  6.520
H  4.054  0.538  5.616
H  1.276  2.056  3.096
H  -1.778  2.379  3.274
H  0.122  3.731  1.262
H  -1.240  5.315  -0.257
H  -3.041  6.963  -0.369
H  -5.284  4.648  2.484
H  -3.375  3.181  2.851
H  -1.752  -0.858  3.919
H  -3.073  -0.189  4.934
H  -2.522  0.690  3.489
H  -1.206  2.312  6.741
H  -1.844  2.866  5.173
H  -2.823  1.768  6.185
C  3.447  4.545  -5.619
C  3.355  4.359  -4.153
C  4.391  4.159  -3.267
C  3.965  4.004  -1.901
C  2.599  4.077  -1.775
B  1.785  4.159  -0.371
C  1.715  2.561  -0.015
C  0.707  1.759  -0.528
C  0.720  0.378  -0.304
C  1.782  -0.187  0.387
C  1.784  -1.673  0.613
F  3.005  -2.146  1.014
F  0.881  -2.033  1.603
F  1.420  -2.371  -0.502
C  2.818  0.603  0.880
C  2.751  1.991  0.710
O  2.593  5.012  0.536
C  2.109  6.258  0.363
C  0.954  6.260  -0.456
C  0.180  7.407  -0.638
C  0.548  8.542  0.084
C  1.683  8.542  0.903
C  2.495  7.416  1.037
O  0.623  4.984  -0.798
S  1.836  4.340  -3.304
H  4.499  4.620  -5.910
H  3.003  3.699  -6.158
H  2.930  5.465  -5.915
H  5.430  4.119  -3.581
H  4.674  3.831  -1.095
H  -0.098  2.201  -1.116
H  -0.081  -0.255  -0.684
H  3.670  0.147  1.381
H  3.550  2.614  1.119
H  -0.687  7.361  -1.291
H  -0.070  9.438  0.008
H  1.943  9.443  1.460
H  3.386  7.373  1.657

Summary:
F_max in eV Å⁻¹: 3.82
ΔE to the lowest compared entry with this formula, charge and spin in kJ/mol: 0.0
2S+1: 1
E_tot in eV: -76450.3950
Kohn-Sham gap in eV: 3.881
Charge: 0
HOMO energy in eV: -6.9